# 1
10
Properties=species:S:1:pos:R:3:forces:R:3:lowdin_charge:R:1 method="wB97M-V/def2-TZVPD" gap_ev=10.181 smiles="[H]/N=C(/C)N" e_tot_ev=-5151.5400
C 0.08731 1.25708 -0.01197 -0.08 0.01 -0.05 -0.04
N -0.58563 -0.99800 -0.61948 -0.23 -0.21 -0.28 0.11
C 0.19683 -0.22599 0.19851 -0.12 -0.02 -0.16 -0.59
N 1.00761 -0.66241 1.06324 0.56 -0.03 0.63 0.09
H -0.63875 -1.98899 -0.45193 -0.01 0.09 -0.01 0.09
H -1.32245 -0.58977 -1.16654 0.06 0.00 0.08 0.08
H 1.03435 -1.67571 1.14829 -0.14 -0.01 -0.15 0.03
H 1.04965 1.64551 -0.33534 0.03 0.02 -0.04 0.08
H -0.16218 1.73705 0.93067 -0.03 0.02 0.03 0.08
H -0.66674 1.50121 -0.75543 -0.04 0.13 -0.05 0.06


# 2
220
Properties=species:S:1:pos:R:3:forces:R:3:lowdin_charge:R:1 method="wB97M-V/def2-TZVPD" gap_ev=9.572 e_tot_ev=-88175.1217 charge=+7
N -0.65499 -0.05246 0.89614 1.54 -0.51 -0.58 -0.66
O 0.50053 -0.00062 1.31300 1.69 0.84 0.77 -0.05
O -1.32171 -1.01241 1.13740 -2.46 -3.60 1.62 -0.02
O -1.11221 0.77216 0.14037 -0.76 3.37 -1.81 -0.04
C 0.07749 5.27716 -8.02526 -0.15 -0.21 -1.22 -0.09
C -0.28349 4.59129 -6.75717 1.16 -0.75 2.55 -0.22
C 0.87815 3.63703 -6.13142 -1.13 -0.65 -1.08 -0.05
N 0.35448 2.38428 -5.35496 0.86 -0.17 2.42 -0.23
C -0.30790 1.37765 -6.27361 -0.11 1.45 0.44 0.04
C -0.56825 2.84863 -4.17765 -0.38 -0.49 -0.62 -0.08
C -0.61332 1.75966 -3.11690 0.71 -0.85 -0.01 -0.14
C 0.67212 0.90904 -3.35888 -0.53 -0.05 -0.96 -0.15
C 1.42445 1.63640 -4.47740 -0.02 0.48 0.05 -0.08
H 0.03328 4.59981 -8.87810 0.49 -0.14 -0.03 0.09
H 1.04473 5.77514 -7.95773 -0.07 -0.02 -0.17 0.10
H -0.69062 6.00559 -8.28506 0.12 0.26 0.31 0.10
H -1.24849 4.08457 -6.76820 0.04 -0.10 -0.23 0.10
H -0.33776 5.36653 -5.99286 -0.49 0.06 0.13 0.11
H 1.51807 4.20027 -5.45218 -0.06 -0.17 -0.01 0.13
H 1.46758 3.16971 -6.92027 0.20 0.33 -0.07 0.13
H -1.21542 1.91075 -6.55699 -0.17 -0.63 -0.36 0.10
H -0.49476 0.44676 -5.73824 -0.08 0.18 -0.03 0.09
H 0.32523 1.21898 -7.14658 0.00 0.00 0.14 0.12
H -1.56196 2.98436 -4.60451 0.19 0.58 0.04 0.13
H -0.16834 3.74196 -3.69792 0.10 0.25 -0.82 0.14
H -1.52496 1.17617 -3.24557 0.16 -0.22 0.13 0.09
H -0.61095 2.12857 -2.09123 -0.17 0.26 -0.14 0.09
H 0.40660 -0.08870 -3.70834 -0.16 -0.10 0.03 0.09
H 1.35547 0.73203 -2.52835 -0.33 0.41 0.16 0.09
H 2.06798 0.92874 -5.00008 -0.20 0.41 -0.66 0.14
H 2.05502 2.39331 -4.01095 -0.02 0.24 -0.38 0.13
C 3.33210 2.25773 4.44858 0.93 -0.34 -1.23 -0.07
C 2.86592 2.28282 2.99710 -1.70 2.86 -0.43 -0.23
C 2.32008 3.70945 2.74513 -0.95 0.68 -0.04 -0.12
N 2.16229 4.09402 1.26931 0.22 -0.05 -0.72 -0.20
C 1.33612 3.02069 0.52492 -0.01 1.41 0.40 0.01
C 1.48705 5.52309 1.05773 0.81 -0.34 -0.17 -0.04
C 2.67700 6.50524 1.08171 -2.07 0.50 2.40 -0.15
C 3.71648 5.74918 0.40431 1.39 0.48 -2.41 -0.18
C 3.52354 4.28648 0.62294 0.62 -0.41 -0.33 -0.11
H 2.59619 2.51242 5.21126 -0.18 -0.47 -0.20 0.10
H 4.11967 3.00705 4.52825 0.22 -0.18 0.27 0.09
H 3.77720 1.26378 4.49381 0.03 0.01 1.14 0.06
H 1.98857 1.67077 2.78791 0.55 -0.79 -0.18 0.08
H 3.65408 2.26452 2.24440 0.30 -1.14 0.32 0.10
H 2.91494 4.46169 3.26319 0.34 0.13 -0.48 0.14
H 1.32221 3.85762 3.15793 -0.16 -0.28 0.11 0.13
H 0.99408 3.47287 -0.40601 0.20 0.07 -0.03 0.09
H 0.44283 2.87200 1.13157 0.22 -0.55 -0.06 0.08
H 1.89286 2.11630 0.27953 -0.06 0.08 0.63 0.09
H 1.11581 5.60728 0.03636 -0.30 -0.78 0.00 0.12
H 0.66730 5.61467 1.77028 0.26 0.17 0.07 0.13
H 2.45491 7.44835 0.58238 -0.19 -0.11 0.08 0.15
H 2.85696 6.73807 2.13123 0.47 0.14 0.00 0.13
H 3.56149 5.91908 -0.66115 0.15 0.17 -0.22 0.13
H 4.74262 6.07359 0.57722 -0.13 0.02 0.29 0.15
H 3.53713 3.75114 -0.32645 -0.09 -0.10 0.15 0.13
H 4.42371 4.00195 1.16777 -0.73 -0.92 0.72 0.14
C -5.81931 0.23707 -1.43576 0.15 -0.41 0.06 -0.08
C -5.61274 -0.98500 -0.56471 -0.12 -0.82 1.10 -0.23
C -4.80258 -0.75481 0.74084 0.77 -1.07 -1.96 -0.10
N -4.67734 -2.01188 1.63596 -0.54 0.87 2.28 -0.18
C -4.07207 -3.30509 1.03696 0.65 2.41 -0.39 0.06
C -6.02625 -2.35908 2.29299 -0.57 -0.11 -0.76 -0.08
C -5.96559 -2.04469 3.78597 -1.96 -0.71 -0.44 -0.15
C -4.94019 -0.99821 3.91551 1.32 -0.58 -1.32 -0.14
C -3.90878 -1.58853 2.94499 1.01 0.31 0.14 -0.11
H -6.47312 -0.08062 -2.24797 -0.11 0.32 -0.03 0.09
H -4.84977 0.47657 -1.87249 0.00 0.54 -0.01 0.05
H -6.27150 1.08552 -0.92220 0.09 0.03 -0.07 0.08
H -5.13665 -1.72300 -1.21030 0.15 -0.22 0.26 0.08
H -6.56049 -1.42495 -0.25439 -0.25 0.09 -0.26 0.12
H -5.23490 0.12657 1.21452 -0.04 -0.58 0.81 0.12
H -3.77454 -0.52636 0.45969 0.19 0.14 0.17 0.10
H -3.05076 -2.98508 0.83051 0.28 -0.48 0.14 0.08
H -4.51255 -3.51222 0.06167 -0.46 -0.21 0.43 0.10
H -4.13111 -4.10762 1.77219 -0.15 0.19 -0.22 0.12
H -6.21488 -3.40767 2.06284 -0.25 0.17 0.13 0.14
H -6.79800 -1.74695 1.82628 0.10 -0.15 -0.14 0.13
H -5.74968 -2.97403 4.31305 -0.03 0.31 0.41 0.14
H -6.94722 -1.64002 4.03242 -0.09 -0.54 0.49 0.14
H -4.54053 -0.88327 4.92306 -0.02 0.27 -0.16 0.13
H -5.28477 -0.07595 3.44776 -0.08 0.33 0.59 0.11
H -3.46527 -2.49806 3.35015 -0.26 -0.19 -0.03 0.12
H -3.06797 -0.90553 2.82391 -0.07 -0.09 -1.03 0.10
C -6.53147 5.01093 4.67239 0.39 1.88 0.85 -0.09
C -5.89911 4.25288 3.55888 0.12 -1.56 -0.92 -0.24
C -4.47016 4.68817 3.10442 -0.18 -0.70 0.25 -0.08
N -3.89259 3.92040 1.91181 -0.28 -0.29 -2.79 -0.23
C -3.71027 2.40951 2.23717 -1.45 1.76 0.51 0.04
C -2.56889 4.48456 1.37311 0.75 0.47 -0.86 -0.07
C -2.60316 4.66691 -0.20142 -2.12 -0.66 0.24 -0.12
C -3.88411 3.89458 -0.54773 -0.42 -0.11 0.16 -0.17
C -4.81559 4.10696 0.64704 0.31 -1.26 0.30 -0.06
H -7.41178 4.57484 5.14460 -0.09 -0.26 -0.67 0.10
H -6.77928 5.99490 4.27429 -0.25 0.19 0.49 0.10
H -5.86080 5.15245 5.51990 0.26 0.11 -0.06 0.09
H -6.57386 4.30536 2.70444 0.05 0.13 -0.24 0.11
H -5.98775 3.21843 3.89079 0.79 -0.43 -0.29 0.10
H -3.69275 4.49843 3.84450 -0.29 0.52 0.48 0.14
H -4.49471 5.72769 2.77749 0.16 0.05 0.23 0.14
H -4.75801 2.13238 2.35344 0.24 -0.61 0.16 0.07
H -3.22870 2.39660 3.21493 0.12 -0.21 -0.12 0.11
H -3.19987 1.78968 1.50000 0.10 0.59 -0.24 0.08
H -1.80290 3.73587 1.57518 0.06 0.31 0.48 0.10
H -2.38426 5.45456 1.83474 0.12 -0.28 0.29 0.13
H -1.89774 4.09876 -0.80780 0.93 0.65 0.65 0.09
H -2.79612 5.66361 -0.59825 0.80 0.30 0.62 0.13
H -3.51400 2.88558 -0.72949 -0.86 -0.53 0.36 0.10
H -4.35824 4.22965 -1.47024 -0.01 0.09 0.07 0.13
H -5.65184 3.41590 0.75307 0.15 -0.14 -0.13 0.12
H -5.27366 5.09584 0.62740 0.46 0.22 0.30 0.15
C -2.34067 -1.59997 -2.24687 -0.03 -1.77 -0.72 -0.06
C -2.63561 -2.06585 -3.74477 -0.41 1.98 1.23 -0.18
C -3.99403 -1.53160 -4.17524 -1.47 -1.64 -0.55 -0.13
N -4.40675 -2.02552 -5.62694 1.30 2.19 0.90 -0.21
C -3.33334 -1.42278 -6.62364 -1.36 -0.77 0.08 0.05
C -4.53221 -3.53050 -5.77024 0.54 -0.04 -0.95 -0.08
C -5.34779 -3.61867 -7.07390 0.71 -0.90 -0.37 -0.14
C -6.34728 -2.51816 -7.05451 -0.82 1.58 0.93 -0.13
C -5.81604 -1.54178 -5.98656 0.00 0.52 0.36 -0.09
H -2.37858 -0.52395 -2.07702 -0.11 -0.14 -0.07 0.06
H -1.38269 -1.99738 -1.91155 0.47 0.41 -0.40 0.06
H -2.95808 -2.15044 -1.53703 -0.65 0.40 -0.11 0.05
H -2.59148 -3.14329 -3.90378 0.39 0.17 0.15 0.12
H -1.94174 -1.47564 -4.34336 0.53 -0.67 -0.27 0.08
H -4.12294 -0.46273 -4.00495 0.36 0.24 -0.96 0.12
H -4.82621 -1.91347 -3.58385 0.16 -0.50 0.26 0.11
H -2.41583 -2.01047 -6.59382 -0.21 -0.01 0.17 0.10
H -3.15063 -0.36807 -6.41794 -0.18 -0.16 0.47 0.09
H -3.74784 -1.45642 -7.63119 0.01 -0.20 0.11 0.11
H -3.53417 -3.96659 -5.81297 0.02 0.10 -0.38 0.13
H -4.98675 -4.02483 -4.91168 -0.50 0.63 0.14 0.15
H -4.74202 -3.34852 -7.93887 0.56 -0.82 0.15 0.12
H -5.80944 -4.59014 -7.25060 0.29 -0.01 0.10 0.14
H -6.38806 -2.01062 -8.01828 -0.36 -0.20 0.07 0.13
H -7.34095 -2.82784 -6.73073 -0.01 0.00 -0.34 0.14
H -5.81330 -0.47751 -6.22201 0.41 -0.08 -0.50 0.14
H -6.41697 -1.54750 -5.07718 0.14 -0.55 0.18 0.13
C 4.01611 -1.08870 1.54469 1.20 0.76 1.07 -0.08
C 5.11775 -0.95948 2.71548 -1.02 -1.89 -0.75 -0.17
C 6.08609 -2.19436 2.59961 0.85 1.65 0.53 -0.12
N 7.18688 -2.33190 3.68453 -1.67 -0.87 0.53 -0.24
C 8.05120 -3.55485 3.29159 -0.97 1.69 0.37 0.06
C 6.46597 -2.68620 5.05936 1.03 0.82 -0.24 -0.07
C 6.89052 -1.60068 6.06188 0.27 -1.10 -0.28 -0.13
C 7.33704 -0.42384 5.20572 -0.05 0.63 0.04 -0.14
C 8.03457 -1.05601 3.99417 -1.11 -1.20 0.16 -0.04
H 4.51056 -0.74392 0.63654 -0.23 -0.52 -0.33 0.07
H 3.13456 -0.46010 1.67055 0.21 0.43 0.33 0.04
H 3.56705 -2.08043 1.49057 0.60 -0.27 -0.24 0.05
H 4.56224 -1.03823 3.64999 0.22 0.31 0.27 0.07
H 5.68518 -0.03058 2.65826 -0.23 -0.01 0.02 0.11
H 6.66331 -2.04850 1.68657 -0.15 -0.37 -0.24 0.13
H 5.56227 -3.15016 2.61217 -0.03 0.16 -0.14 0.11
H 8.57203 -3.68128 4.24073 0.64 -0.84 -0.72 0.12
H 8.62081 -3.28719 2.40165 0.47 0.02 0.43 0.12
H 7.36690 -4.34961 2.99459 0.19 -0.17 0.52 0.11
H 6.76646 -3.66888 5.42289 -0.15 -0.09 -0.49 0.14
H 5.38528 -2.60958 4.93963 0.16 -0.30 -0.46 0.09
H 7.73231 -1.91293 6.67992 0.00 -0.25 -0.09 0.13
H 6.03064 -1.57022 6.73105 0.17 1.06 0.15 0.13
H 8.06096 0.20041 5.72952 -0.07 0.02 0.04 0.14
H 6.49955 0.22631 4.95269 0.00 -0.02 -0.31 0.10
H 9.00500 -1.44999 4.29607 0.07 0.17 -0.16 0.14
H 8.11234 -0.48318 3.07008 0.06 0.11 0.22 0.14
C -2.38874 -1.78721 7.16676 1.00 0.25 0.81 -0.08
C -1.49537 -1.59647 5.94146 0.62 -0.55 -0.33 -0.23
C -0.05555 -2.21307 6.15907 -0.43 0.49 -0.89 -0.07
N 0.86057 -2.32149 4.84207 -0.23 1.45 0.77 -0.20
C 1.17926 -0.83132 4.33360 -0.73 -2.32 0.96 0.06
C 0.21661 -3.30231 3.79123 1.00 2.13 0.79 -0.05
C 1.44463 -3.84183 3.08423 -0.04 -0.49 -0.29 -0.14
C 2.54634 -3.95292 4.12338 0.19 -0.69 -0.73 -0.16
C 2.20795 -2.98627 5.20193 -1.62 -0.11 1.25 -0.10
H -2.72359 -2.81129 7.33179 -0.13 0.19 -0.05 0.10
H -3.17412 -1.04092 7.28645 -0.38 -0.33 -0.69 0.08
H -1.77007 -1.48135 8.01044 0.12 -0.43 0.41 0.09
H -1.47238 -0.51905 5.77790 0.47 0.01 -0.31 0.10
H -1.92516 -2.07605 5.06204 -0.12 0.07 -0.15 0.07
H -0.11331 -3.22200 6.56751 -0.15 -0.14 -0.29 0.13
H 0.46731 -1.63344 6.91983 0.34 0.15 -0.31 0.13
H 1.50957 -0.35047 5.25434 0.15 0.17 -0.25 0.10
H 0.26046 -0.37325 3.96743 0.25 -0.18 -0.19 0.08
H 1.97161 -0.92467 3.59092 -0.28 0.21 -0.03 0.07
H -0.38390 -2.61566 3.19457 -0.30 -0.53 -0.26 0.11
H -0.37088 -4.00114 4.38670 0.10 -0.14 -0.29 0.14
H 1.79802 -3.17034 2.30174 -0.54 -0.08 -0.29 0.09
H 1.31630 -4.86769 2.73890 -0.43 0.35 -0.66 0.13
H 3.51614 -3.78869 3.65367 0.04 0.00 0.16 0.10
H 2.50065 -4.98817 4.46142 0.46 0.20 0.45 0.14
H 2.97288 -2.24937 5.44680 -0.33 0.02 0.17 0.12
H 1.87326 -3.57774 6.05413 0.86 0.26 0.47 0.13
C 1.95868 -1.48689 -1.29810 -0.58 0.27 1.07 -0.13
C 2.32141 -2.37815 -2.43951 1.37 0.01 -0.24 -0.22
C 3.87275 -2.64482 -2.38861 -0.55 -2.24 -1.02 -0.08
N 4.36052 -3.63416 -3.50901 -0.79 1.07 0.23 -0.22
C 3.61247 -4.99149 -3.29834 0.48 0.96 -0.80 0.04
C 4.18200 -2.97998 -4.94150 0.73 -1.73 -0.22 -0.06
C 5.56428 -2.33900 -5.27430 -1.65 -0.48 0.56 -0.13
C 6.49537 -3.38069 -4.74054 0.95 -0.56 1.39 -0.14
C 5.88417 -3.86915 -3.41618 -0.60 -0.93 -0.14 -0.08
H 0.90599 -1.20509 -1.32128 -0.07 -0.05 -0.03 0.06
H 2.51486 -0.56235 -1.14319 0.29 -0.10 -0.22 0.07
H 2.07668 -2.11896 -0.41795 0.01 0.42 0.40 0.07
H 1.98858 -2.00145 -3.40668 0.21 0.08 -0.07 0.09
H 1.73816 -3.27131 -2.21551 0.36 -0.30 -0.46 0.11
H 4.11581 -3.28511 -1.54064 -0.19 0.55 0.58 0.12
H 4.54044 -1.78328 -2.38186 -0.34 0.14 -0.25 0.13
H 3.91117 -5.47907 -2.37036 0.07 0.54 0.19 0.11
H 3.91608 -5.68192 -4.08525 -0.12 0.26 -0.20 0.12
H 2.53916 -4.80264 -3.31928 0.25 -0.16 -0.13 0.09
H 4.03600 -3.88470 -5.53164 0.07 0.16 -0.42 0.13
H 3.28643 -2.37962 -5.10159 0.15 0.10 0.72 0.11
H 5.71349 -2.21825 -6.34727 -0.25 0.39 0.13 0.14
H 5.57034 -1.40632 -4.71024 0.58 0.25 -0.33 0.12
H 6.60827 -4.22658 -5.41864 -0.16 0.10 -0.11 0.14
H 7.50582 -3.05291 -4.49631 0.00 0.27 -0.37 0.14
H 5.99265 -4.94528 -3.28100 0.15 0.01 -0.20 0.13
H 6.27874 -3.45889 -2.48661 -0.15 0.59 -0.22 0.13


# 3
19
Properties=species:S:1:pos:R:3:forces:R:3:lowdin_charge:R:1 method="wB97M-V/def2-TZVPD" gap_ev=10.309 e_tot_ev=-9354.1261 charge=+1
N -0.42985 -1.11760 0.55424 -0.27 -0.05 -0.30 0.17
C -1.04836 0.24614 0.34195 -0.14 -0.50 -0.67 -0.13
C -1.07013 0.61867 -1.14158 0.69 -0.50 -0.20 -0.28
N -1.20767 2.05589 -1.26879 -0.14 -0.56 0.18 0.02
H -1.05997 -1.89095 0.34010 -0.15 0.10 0.29 0.17
H 0.37207 -1.25961 -0.07482 0.47 0.06 -0.05 0.09
H -0.06032 -1.17959 1.50518 0.05 -0.19 0.01 0.12
H -2.06370 0.21539 0.74193 0.30 0.23 0.32 0.14
H -0.37467 0.93345 0.83365 -0.24 0.24 0.30 0.11
H -0.11084 0.31978 -1.56601 0.33 0.19 0.10 0.10
H -1.74059 -0.00979 -1.74070 -0.51 0.26 0.30 0.13
H -0.59075 2.38734 -1.98957 -0.17 0.34 -0.21 0.08
H -2.16270 2.31527 -1.45780 -0.01 0.26 -0.17 0.08
H 2.35575 0.11375 2.71893 -0.32 -0.13 -0.05 0.07
H 0.89130 0.39506 3.11693 0.41 -0.11 -0.10 0.07
O 1.43887 -0.09363 2.48095 -0.23 0.25 0.21 -0.05
H 2.18884 -0.59258 -1.29096 -0.06 -0.04 -0.15 0.06
H 2.76329 -1.95213 -0.96820 -0.69 0.01 -0.08 0.09
O 1.90943 -1.50488 -1.13545 0.67 0.14 0.26 -0.05


Copy entry 3 word for word.
19
Properties=species:S:1:pos:R:3:forces:R:3:lowdin_charge:R:1 method="wB97M-V/def2-TZVPD" gap_ev=10.309 e_tot_ev=-9354.1261 charge=+1
N -0.42985 -1.11760 0.55424 -0.27 -0.05 -0.30 0.17
C -1.04836 0.24614 0.34195 -0.14 -0.50 -0.67 -0.13
C -1.07013 0.61867 -1.14158 0.69 -0.50 -0.20 -0.28
N -1.20767 2.05589 -1.26879 -0.14 -0.56 0.18 0.02
H -1.05997 -1.89095 0.34010 -0.15 0.10 0.29 0.17
H 0.37207 -1.25961 -0.07482 0.47 0.06 -0.05 0.09
H -0.06032 -1.17959 1.50518 0.05 -0.19 0.01 0.12
H -2.06370 0.21539 0.74193 0.30 0.23 0.32 0.14
H -0.37467 0.93345 0.83365 -0.24 0.24 0.30 0.11
H -0.11084 0.31978 -1.56601 0.33 0.19 0.10 0.10
H -1.74059 -0.00979 -1.74070 -0.51 0.26 0.30 0.13
H -0.59075 2.38734 -1.98957 -0.17 0.34 -0.21 0.08
H -2.16270 2.31527 -1.45780 -0.01 0.26 -0.17 0.08
H 2.35575 0.11375 2.71893 -0.32 -0.13 -0.05 0.07
H 0.89130 0.39506 3.11693 0.41 -0.11 -0.10 0.07
O 1.43887 -0.09363 2.48095 -0.23 0.25 0.21 -0.05
H 2.18884 -0.59258 -1.29096 -0.06 -0.04 -0.15 0.06
H 2.76329 -1.95213 -0.96820 -0.69 0.01 -0.08 0.09
O 1.90943 -1.50488 -1.13545 0.67 0.14 0.26 -0.05


What did the first record say?
10
Properties=species:S:1:pos:R:3:forces:R:3:lowdin_charge:R:1 method="wB97M-V/def2-TZVPD" gap_ev=10.181 smiles="[H]/N=C(/C)N" e_tot_ev=-5151.5400
C 0.08731 1.25708 -0.01197 -0.08 0.01 -0.05 -0.04
N -0.58563 -0.99800 -0.61948 -0.23 -0.21 -0.28 0.11
C 0.19683 -0.22599 0.19851 -0.12 -0.02 -0.16 -0.59
N 1.00761 -0.66241 1.06324 0.56 -0.03 0.63 0.09
H -0.63875 -1.98899 -0.45193 -0.01 0.09 -0.01 0.09
H -1.32245 -0.58977 -1.16654 0.06 0.00 0.08 0.08
H 1.03435 -1.67571 1.14829 -0.14 -0.01 -0.15 0.03
H 1.04965 1.64551 -0.33534 0.03 0.02 -0.04 0.08
H -0.16218 1.73705 0.93067 -0.03 0.02 0.03 0.08
H -0.66674 1.50121 -0.75543 -0.04 0.13 -0.05 0.06